Version P
{"formula": "C9H14", "method": "ωB97M-V with the def2-TZVPD basis set", "charge": 0, "gap_ev": 10.05, "lumo_ev": 1.002, "species": ["C", "C", "C", "C", "C", "C", "C", "H", "H", "H", "H", "H", "H", "H", "H", "C", "C", "H", "H", "H", "H", "H", "H"], "coordinates": [[-0.789, -0.842, -2.621], [0.273, -0.150, -1.797], [0.725, 1.103, -2.178], [1.688, 1.754, -1.432], [2.226, 1.128, -0.318], [1.805, -0.131, 0.053], [0.829, -0.781, -0.687], [-1.717, -0.287, -2.481], [-0.890, -1.917, -2.474], [-0.504, -0.744, -3.666], [0.370, 1.553, -3.087], [2.083, 2.734, -1.632], [2.963, 1.633, 0.287], [2.236, -0.585, 0.941], [0.474, -1.787, -0.484], [-1.761, -1.012, 2.646], [-1.155, 0.393, 2.770], [-1.385, -1.708, 3.389], [-2.852, -0.991, 2.667], [-1.579, -1.479, 1.677], [-1.786, 1.053, 2.183], [-0.121, 0.400, 2.418], [-1.134, 0.665, 3.825]]}


Version Q
{"formula": "C9H14", "method": "ωB97M-V with the def2-TZVPD basis set", "charge": 0, "gap_ev": 9.97, "lumo_ev": 1.018, "species": ["C", "C", "C", "C", "C", "C", "C", "H", "H", "H", "H", "H", "H", "H", "H", "C", "C", "H", "H", "H", "H", "H", "H"], "coordinates": [[1.763, 0.158, 1.783], [1.195, -0.328, 0.456], [1.950, -0.240, -0.706], [1.556, -0.946, -1.843], [0.454, -1.784, -1.801], [-0.418, -1.665, -0.719], [-0.094, -0.865, 0.358], [2.824, -0.086, 1.773], [1.298, -0.440, 2.563], [1.537, 1.203, 1.983], [2.828, 0.380, -0.769], [2.181, -0.838, -2.722], [0.291, -2.443, -2.642], [-1.386, -2.143, -0.778], [-0.747, -0.735, 1.205], [-2.967, 1.567, 0.384], [-2.256, 2.739, 1.115], [-3.973, 1.391, 0.757], [-2.947, 1.837, -0.670], [-2.333, 0.712, 0.596], [-1.568, 2.310, 1.855], [-2.932, 3.302, 1.770], [-1.742, 3.396, 0.423]]}


Version R
{"formula": "C9H14", "method": "ωB97M-V with the def2-TZVPD basis set", "charge": 0, "gap_ev": 10.02, "lumo_ev": 1.002, "species": ["C", "C", "C", "C", "C", "C", "C", "H", "H", "H", "H", "H", "H", "H", "H", "C", "C", "H", "H", "H", "H", "H", "H"], "coordinates": [[-1.032, -3.287, -1.426], [-0.982, -1.841, -0.953], [-2.108, -1.050, -1.120], [-2.008, 0.279, -0.697], [-0.898, 0.737, -0.019], [0.183, -0.098, 0.226], [0.142, -1.388, -0.279], [-1.937, -3.467, -2.002], [-1.092, -3.914, -0.536], [-0.205, -3.630, -2.029], [-3.055, -1.302, -1.578], [-2.802, 0.980, -0.926], [-0.859, 1.788, 0.235], [1.021, 0.322, 0.768], [1.011, -2.029, -0.223], [2.848, 3.554, 1.805], [2.435, 2.078, 1.674], [1.982, 4.182, 1.611], [3.304, 3.755, 2.770], [3.573, 3.834, 1.051], [1.415, 1.988, 2.049], [2.554, 1.675, 0.675], [2.997, 1.454, 2.365]]}


Version S
{"formula": "C9H14", "method": "ωB97M-V with the def2-TZVPD basis set", "charge": 0, "gap_ev": 10.08, "lumo_ev": 1.011, "species": ["C", "C", "C", "C", "C", "C", "C", "H", "H", "H", "H", "H", "H", "H", "H", "C", "C", "H", "H", "H", "H", "H", "H"], "coordinates": [[-2.390, -1.494, 0.303], [-0.916, -1.237, 0.480], [-0.107, -1.150, -0.646], [1.247, -0.890, -0.470], [1.809, -0.608, 0.764], [0.944, -0.572, 1.856], [-0.392, -0.905, 1.724], [-2.921, -1.718, 1.232], [-2.609, -2.298, -0.392], [-2.850, -0.571, -0.053], [-0.456, -1.262, -1.665], [1.908, -0.917, -1.335], [2.830, -0.271, 0.849], [1.369, -0.263, 2.805], [-1.029, -0.763, 2.590], [0.494, 2.182, -1.879], [-0.213, 3.368, -1.265], [0.439, 2.263, -2.968], [1.547, 2.101, -1.600], [0.080, 1.197, -1.687], [-0.173, 3.405, -0.179], [-1.250, 3.352, -1.543], [0.130, 4.330, -1.653]]}


Winner for stability: version P


Version P
{"formula": "C9H14", "method": "ωB97M-V with the def2-TZVPD basis set", "charge": 0, "gap_ev": 10.03, "lumo_ev": 1.051, "species": ["C", "C", "C", "C", "C", "C", "C", "H", "H", "H", "H", "H", "H", "H", "H", "C", "C", "H", "H", "H", "H", "H", "H"], "coordinates": [[-0.972, 1.375, -0.574], [0.225, 1.333, 0.344], [1.417, 0.780, -0.115], [2.434, 0.449, 0.772], [2.359, 0.884, 2.093], [1.241, 1.590, 2.508], [0.160, 1.788, 1.656], [-0.610, 1.382, -1.608], [-1.674, 2.191, -0.434], [-1.422, 0.383, -0.549], [1.547, 0.484, -1.148], [3.253, -0.177, 0.438], [3.243, 0.772, 2.708], [1.189, 1.868, 3.555], [-0.687, 2.333, 2.055], [-2.210, -2.127, -1.289], [-0.722, -2.257, -1.631], [-2.452, -1.295, -0.638], [-2.815, -1.997, -2.189], [-2.570, -3.037, -0.816], [-0.160, -1.452, -1.145], [-0.528, -2.092, -2.692], [-0.247, -3.178, -1.299]]}


Version Q
{"formula": "C9H14", "method": "ωB97M-V with the def2-TZVPD basis set", "charge": 0, "gap_ev": 10.05, "lumo_ev": 0.996, "species": ["C", "C", "C", "C", "C", "C", "C", "H", "H", "H", "H", "H", "H", "H", "H", "C", "C", "H", "H", "H", "H", "H", "H"], "coordinates": [[-1.652, -0.220, 2.234], [-1.308, -0.556, 0.796], [-1.827, 0.220, -0.234], [-1.578, 0.031, -1.606], [-0.772, -1.049, -1.880], [-0.239, -1.880, -0.897], [-0.450, -1.585, 0.468], [-2.341, -1.003, 2.557], [-2.203, 0.698, 2.439], [-0.776, -0.232, 2.876], [-2.473, 1.064, -0.010], [-2.074, 0.709, -2.276], [-0.424, -1.365, -2.861], [0.547, -2.598, -1.084], [0.085, -2.173, 1.202], [2.903, 1.315, -0.026], [1.446, 1.242, -0.493], [2.961, 0.569, 0.785], [3.589, 0.951, -0.787], [3.243, 2.214, 0.479], [0.864, 1.385, 0.417], [1.365, 0.252, -0.909], [1.115, 2.010, -1.190]]}


Version R
{"formula": "C9H14", "method": "ωB97M-V with the def2-TZVPD basis set", "charge": 0, "gap_ev": 9.83, "lumo_ev": 1.018, "species": ["C", "C", "C", "C", "C", "C", "C", "H", "H", "H", "H", "H", "H", "H", "H", "C", "C", "H", "H", "H", "H", "H", "H"], "coordinates": [[0.551, 0.809, -2.086], [-0.319, 1.203, -0.940], [0.356, 1.697, 0.135], [-0.352, 2.098, 1.222], [-1.684, 1.668, 1.312], [-2.270, 0.863, 0.293], [-1.647, 0.715, -0.922], [0.131, 0.279, -3.031], [1.381, 0.262, -1.800], [1.134, 1.761, -2.479], [1.447, 1.970, -0.030], [0.077, 2.723, 2.104], [-2.420, 1.948, 2.019], [-3.165, 0.374, 0.375], [-2.147, 0.098, -1.801], [0.809, -2.624, 0.178], [1.559, -1.983, 1.320], [-0.228, -2.474, 0.354], [0.670, -2.033, -0.800], [0.946, -3.624, -0.211], [1.390, -0.905, 1.377], [2.640, -2.343, 1.212], [1.142, -2.479, 2.199]]}


Version S
{"formula": "C9H14", "method": "ωB97M-V with the def2-TZVPD basis set", "charge": 0, "gap_ev": 9.97, "lumo_ev": 1.024, "species": ["C", "C", "C", "C", "C", "C", "C", "H", "H", "H", "H", "H", "H", "H", "H", "C", "C", "H", "H", "H", "H", "H", "H"], "coordinates": [[-1.121, 1.137, 1.952], [-1.198, 0.828, 0.492], [-1.545, 1.865, -0.388], [-1.231, 1.807, -1.742], [-0.397, 0.814, -2.232], [-0.251, -0.309, -1.433], [-0.700, -0.311, -0.120], [-2.013, 1.587, 2.388], [-0.267, 1.787, 2.120], [-0.920, 0.267, 2.575], [-1.958, 2.804, -0.062], [-1.532, 2.628, -2.385], [-0.028, 0.848, -3.250], [0.053, -1.278, -1.809], [-0.667, -1.256, 0.405], [2.310, -2.585, 1.834], [2.797, -2.099, 0.500], [1.410, -3.197, 1.815], [3.019, -3.282, 2.275], [2.215, -1.806, 2.588], [3.824, -1.721, 0.579], [2.311, -1.257, 0.019], [2.824, -2.838, -0.297]]}


Winner for stability: version P


Version P
{"formula": "C9H14", "method": "ωB97M-V with the def2-TZVPD basis set", "charge": 0, "gap_ev": 10.03, "lumo_ev": 1.015, "species": ["C", "C", "C", "C", "C", "C", "C", "H", "H", "H", "H", "H", "H", "H", "H", "C", "C", "H", "H", "H", "H", "H", "H"], "coordinates": [[2.324, 0.702, 0.948], [0.986, 0.221, 1.452], [0.948, -0.617, 2.567], [-0.266, -1.216, 2.872], [-1.402, -1.013, 2.114], [-1.324, -0.181, 1.020], [-0.133, 0.423, 0.644], [2.752, 0.012, 0.213], [3.064, 0.745, 1.742], [2.311, 1.626, 0.380], [1.906, -0.772, 3.043], [-0.289, -1.868, 3.746], [-2.292, -1.587, 2.302], [-2.189, -0.055, 0.369], [-0.034, 0.910, -0.317], [-0.931, 1.083, -2.800], [-0.636, -0.408, -3.015], [-1.355, 1.244, -1.811], [-0.050, 1.679, -2.995], [-1.776, 1.424, -3.390], [-1.283, -1.032, -2.413], [0.353, -0.628, -2.606], [-0.684, -0.692, -4.065]]}


Version Q
{"formula": "C9H14", "method": "ωB97M-V with the def2-TZVPD basis set", "charge": 0, "gap_ev": 10.01, "lumo_ev": 1.041, "species": ["C", "C", "C", "C", "C", "C", "C", "H", "H", "H", "H", "H", "H", "H", "H", "C", "C", "H", "H", "H", "H", "H", "H"], "coordinates": [[-0.350, 3.170, 0.529], [0.131, 1.965, -0.262], [1.349, 1.998, -0.966], [1.760, 0.949, -1.733], [0.925, -0.156, -1.840], [-0.219, -0.256, -1.101], [-0.628, 0.791, -0.305], [-1.432, 3.167, 1.025], [-0.393, 4.007, -0.214], [0.453, 3.195, 1.117], [1.875, 2.903, -0.803], [2.688, 0.957, -2.207], [1.199, -1.019, -2.358], [-0.840, -1.113, -1.096], [-1.665, 0.958, 0.091], [-1.288, -2.527, 1.148], [0.139, -2.850, 1.384], [-1.798, -3.334, 0.717], [-1.810, -2.625, 2.051], [-1.448, -1.539, 0.629], [0.609, -2.624, 0.539], [0.503, -2.185, 2.251], [0.243, -3.832, 1.405]]}


Version R
{"formula": "C9H14", "method": "ωB97M-V with the def2-TZVPD basis set", "charge": 0, "gap_ev": 10.07, "lumo_ev": 1.036, "species": ["C", "C", "C", "C", "C", "C", "C", "H", "H", "H", "H", "H", "H", "H", "H", "C", "C", "H", "H", "H", "H", "H", "H"], "coordinates": [[0.720, 2.035, 1.802], [0.431, 1.670, 0.367], [1.190, 0.706, -0.267], [0.874, 0.234, -1.544], [-0.226, 0.797, -2.205], [-0.994, 1.781, -1.597], [-0.608, 2.234, -0.344], [0.101, 2.907, 2.042], [1.750, 2.137, 2.108], [0.242, 1.286, 2.452], [1.901, 0.113, 0.297], [1.341, -0.632, -1.989], [-0.504, 0.424, -3.183], [-1.927, 2.146, -1.998], [-1.098, 3.140, 0.012], [0.000, -2.092, 0.852], [-0.826, -3.117, 0.064], [0.020, -2.410, 1.909], [1.065, -2.124, 0.625], [-0.389, -1.085, 0.925], [-0.533, -3.121, -0.985], [-1.901, -2.958, 0.119], [-0.628, -4.072, 0.537]]}


Winner for stability: version P